{
  "formula": "C29H57ClN3O8P",
  "method": "ωB97M-V with the def2-TZVPD basis set",
  "charge": 0,
  "homo_lumo_gap_ev": 9.5,
  "symbols": ["C", "C", "O", "N", "C", "C", "C", "C", "C", "C", "O", "N", "C", "N", "C", "C", "O", "C", "C", "O", "C", "O", "C", "C", "C", "C", "C", "C", "C", "P", "O", "Cl", "H", "H", "H", "H", "H", "H", "H", "H", "H", "H", "H", "H", "H", "H", "H", "H", "H", "H", "H", "H", "H", "H", "H", "H", "H", "H", "H", "H", "H", "H", "H", "H", "H", "H", "H", "H", "H", "C", "C", "O", "C", "C", "H", "H", "H", "H", "H", "H", "H", "H", "H", "H", "C", "C", "O", "C", "C", "H", "H", "H", "H", "H", "H", "H", "H", "H", "H"],
  "positions_angstrom": [[-3.7081, 3.8894, 4.3559], [-4.5939, 4.4026, 3.2207], [-4.7684, 5.5625, 3.1295], [-5.1870, 3.4737, 2.3006], [-4.9869, 3.9171, 0.8958], [-4.8024, 2.7244, -0.0803], [-4.1797, 1.5063, 0.6346], [-3.3047, 0.6966, -0.3544], [-2.7524, -0.6245, 0.2076], [-2.7762, -1.6352, -0.9632], [-3.6239, -1.8868, -1.7242], [-1.5140, -2.2702, -0.9229], [-0.9851, -2.2072, 0.4478], [0.4257, -2.5836, 0.3020], [0.5040, -4.0066, -0.0299], [-0.3289, -5.0610, 0.7216], [1.1815, -4.3658, -0.9009], [1.2504, -2.2997, 1.4753], [1.2664, -3.2006, 2.7168], [1.9573, -1.3792, 1.4574], [-1.3232, -0.6953, 0.8297], [-0.3187, 0.1279, 0.3469], [-0.3652, 1.4493, 0.8338], [0.2403, 2.4820, -0.1627], [-0.2690, 3.8619, 0.2947], [0.0372, 2.0573, -1.6332], [-0.2123, 3.1362, -2.6987], [0.7941, 4.3148, -2.6690], [-1.6679, 3.5980, -2.8415], [-1.6789, -0.8367, 2.7010], [-2.7922, 0.3122, 3.1092], [0.0098, -0.2315, 3.7778], [-3.8818, 4.5561, 5.1962], [-2.6686, 3.8973, 4.0273], [-4.0523, 2.8853, 4.6177], [-6.1767, 3.4174, 2.5194], [-4.0865, 4.5316, 0.8819], [-5.8297, 4.5507, 0.6072], [-4.0653, 3.0706, -0.8103], [-5.7421, 2.4547, -0.5631], [-4.9400, 0.8883, 1.1068], [-3.4832, 1.9318, 1.3563], [-2.5366, 1.3867, -0.7055], [-3.9478, 0.4886, -1.2144], [-3.3971, -1.0908, 0.9719], [-1.7619, -3.2072, -1.2462], [-1.6296, -2.8109, 1.1049], [0.3657, -5.8414, 1.0276], [-1.1566, -5.4451, 0.1270], [-0.7445, -4.6413, 1.6390], [1.6976, -2.6409, 3.5383], [0.2367, -3.4281, 3.0093], [1.8583, -4.0923, 2.4994], [0.1998, 1.5854, 1.7635], [-1.3838, 1.7985, 1.0606], [1.3131, 2.4554, 0.0461], [-1.2200, 4.1817, -0.1276], [-0.4197, 3.8138, 1.3842], [0.5199, 4.6000, 0.1640], [0.9429, 1.5274, -1.9408], [-0.7518, 1.3082, -1.7464], [0.0060, 2.6467, -3.6568], [0.3323, 5.1152, -2.0774], [0.9449, 4.7352, -3.6618], [1.7373, 4.0380, -2.1975], [-2.2354, 2.7352, -3.2169], [-1.7864, 4.3617, -3.6118], [-2.1485, 3.8893, -1.9059], [-2.3703, 1.1860, 3.1685], [5.1658, 6.8671, -3.3281], [4.7002, 5.4796, -2.9194], [3.9338, 4.8178, -3.9091], [4.5741, 4.5895, -5.1522], [5.8274, 3.7369, -5.0506], [4.3109, 7.4952, -3.5849], [5.7143, 7.3374, -2.5107], [5.8251, 6.8378, -4.1967], [4.0522, 5.5655, -2.0457], [5.5496, 4.8574, -2.6166], [4.7898, 5.5423, -5.6486], [3.8420, 4.0742, -5.7754], [6.5975, 4.2110, -4.4406], [6.2468, 3.5632, -6.0426], [5.5956, 2.7723, -4.5958], [2.4134, -8.4318, 0.4915], [2.7385, -8.3037, 1.9699], [1.7076, -8.7650, 2.8257], [1.3437, -10.1282, 2.6912], [2.4827, -11.0974, 2.9574], [1.4949, -7.8906, 0.2567], [3.2252, -8.0240, -0.1118], [2.2672, -9.4705, 0.1923], [2.8813, -7.2495, 2.2132], [3.6825, -8.8065, 2.2060], [0.9020, -10.3073, 1.7046], [0.5514, -10.2994, 3.4208], [3.3021, -10.9720, 2.2483], [2.1283, -12.1261, 2.8798], [2.8882, -10.9425, 3.9587]],
  "atomic_forces_ev_per_a": [[-1.223, -0.583, -0.471], [0.359, -1.633, 0.786], [-0.329, 2.696, -0.487], [0.495, -0.173, -0.040], [-0.555, -0.381, 0.173], [0.336, 0.071, 0.898], [0.859, 0.552, -1.032], [-1.222, 0.539, 0.883], [-0.212, 0.427, -0.998], [3.859, 0.717, 2.871], [-2.416, -0.344, -1.900], [-1.865, -0.905, -0.074], [-0.081, 1.242, -1.455], [-0.668, -0.733, 1.439], [-2.345, 0.101, 1.855], [0.036, 1.026, 0.853], [2.426, -0.717, -2.551], [-0.846, -2.025, 0.676], [-0.831, 0.195, -0.520], [1.989, 2.909, -0.356], [0.438, -0.893, 0.438], [-0.455, 0.118, -0.035], [0.121, 1.405, -0.188], [-0.300, -0.615, 0.287], [0.452, -0.355, 0.682], [-0.002, 0.223, -0.375], [0.656, 0.378, -0.736], [-1.070, 0.163, 0.699], [-0.119, -0.925, -0.168], [-0.742, -0.532, 0.820], [1.275, 0.024, -0.185], [-0.368, 0.188, -0.429], [0.378, 0.046, 0.021], [0.010, -0.061, 0.131], [0.427, -0.044, 0.035], [0.050, -0.143, 0.012], [-0.039, 0.014, -0.028], [0.241, 0.086, -0.265], [-0.367, -0.099, -0.370], [0.097, 0.057, -0.162], [0.176, 0.034, 0.265], [-0.376, -0.257, 0.472], [0.225, -0.388, -0.055], [0.227, -0.333, -0.041], [-0.398, 0.376, -0.266], [0.929, -0.080, -0.163], [0.572, -0.304, 0.122], [-0.164, -0.211, -0.273], [0.243, -0.107, -0.188], [-0.134, -0.189, -0.086], [0.297, 0.031, -0.129], [0.206, -0.415, -0.013], [-0.242, -0.118, 0.153], [-0.015, -0.461, -0.017], [-0.099, -0.436, -0.182], [-0.005, 0.134, -0.183], [0.167, -0.008, -0.196], [-0.006, 0.052, -0.101], [-0.319, 0.251, -0.288], [-0.041, -0.016, 0.088], [-0.011, 0.081, 0.231], [-0.093, -0.218, 0.147], [0.322, 0.038, 0.041], [0.236, -0.177, -0.017], [0.086, 0.038, -0.267], [-0.095, 0.102, 0.151], [0.111, 0.227, 0.240], [0.140, 0.292, -0.100], [-0.381, 0.015, -0.050], [-0.010, 0.007, -0.130], [0.114, 0.065, 0.015], [-0.210, -0.067, 0.030], [0.119, 0.016, -0.052], [0.033, -0.013, 0.125], [0.006, -0.006, 0.043], [-0.032, -0.012, 0.010], [0.062, -0.011, 0.049], [-0.096, -0.091, -0.077], [0.050, 0.035, -0.027], [0.069, -0.003, 0.008], [-0.093, 0.032, 0.110], [0.028, 0.039, -0.075], [-0.027, 0.001, 0.003], [-0.015, 0.004, -0.036], [-0.091, -0.088, 0.005], [0.073, -0.058, -0.123], [-0.116, 0.174, 0.152], [0.025, -0.111, -0.068], [0.114, 0.071, 0.005], [0.042, 0.021, -0.037], [-0.026, 0.040, 0.021], [0.075, -0.007, -0.005], [-0.080, -0.027, 0.120], [0.007, -0.032, -0.049], [0.057, -0.036, -0.026], [0.007, 0.146, 0.017], [-0.043, -0.060, -0.052], [-0.017, 0.020, 0.009], [-0.036, -0.017, 0.000]]
}

***

{
  "formula": "C20H24N4O2",
  "method": "ωB97M-V with the def2-TZVPD basis set",
  "charge": 0,
  "homo_lumo_gap_ev": 9.2,
  "symbols": ["C", "N", "C", "O", "C", "H", "C", "N", "C", "O", "C", "C", "H", "H", "H", "H", "C", "C", "C", "H", "H", "H", "H", "H", "H", "H", "C", "C", "C", "N", "N", "C", "H", "C", "C", "C", "C", "C", "C", "H", "H", "H", "H", "H", "H", "H", "H", "H", "H", "H"],
  "positions_angstrom": [[-0.2755, -2.8231, -1.3015], [-0.1262, -2.3805, 0.0630], [-0.8305, -1.4204, 0.7004], [-0.5247, -1.0484, 1.8200], [-2.0138, -0.8020, -0.0483], [-2.5580, -1.5810, -0.5859], [-2.9600, -0.1504, 0.9751], [-3.7493, 0.9112, 0.3921], [-3.1297, 1.9307, -0.2508], [-3.7003, 2.9182, -0.6647], [-1.6501, 1.6626, -0.4530], [-1.4797, 0.2595, -1.0330], [-0.4241, 0.0810, -1.2508], [-2.0287, 0.2043, -1.9761], [-1.2491, 2.4169, -1.1302], [-1.1277, 1.7375, 0.5028], [-5.1495, 0.9476, 0.6743], [-6.1150, 1.2111, -0.4394], [-6.0137, -0.1624, 0.1463], [-6.8160, -0.5265, 0.7695], [-5.5394, -0.9287, -0.4482], [-5.7057, 1.3807, -1.4217], [-6.9831, 1.8120, -0.2206], [-5.3888, 1.3489, 1.6559], [-3.6398, -0.8999, 1.3837], [-2.3495, 0.2323, 1.8034], [1.0645, -2.9029, 0.7295], [2.2706, -2.1186, 0.3323], [2.5709, -0.8279, 0.7087], [3.7146, -0.4818, 0.0731], [4.1640, -1.4818, -0.6911], [3.3065, -2.4688, -0.5539], [3.4560, -3.3935, -1.0760], [4.4160, 0.7272, 0.1404], [3.8615, 1.8549, 0.7371], [4.5880, 3.0308, 0.7848], [5.8589, 3.0949, 0.2393], [6.4061, 1.9728, -0.3619], [5.6919, 0.7918, -0.4130], [6.0977, -0.0928, -0.8766], [7.3954, 2.0173, -0.7918], [6.4190, 4.0167, 0.2803], [4.1540, 3.9035, 1.2494], [2.8686, 1.8248, 1.1569], [2.0475, -0.1862, 1.3857], [1.1810, -3.9549, 0.4597], [0.8983, -2.8127, 1.8054], [-0.4715, -3.8991, -1.3189], [-1.0832, -2.3110, -1.8113], [0.6515, -2.6337, -1.8503]],
  "atomic_forces_ev_per_a": [[-0.067, -0.038, -0.132], [0.154, -0.433, 0.075], [-0.491, -0.081, -0.376], [0.214, 0.250, 0.390], [0.014, 0.013, 0.262], [0.051, 0.055, 0.005], [0.439, -0.198, 0.296], [-0.498, -0.338, -0.193], [0.408, 0.117, -0.064], [-0.055, 0.331, -0.083], [-0.046, 0.077, -0.216], [0.058, 0.017, -0.008], [-0.028, -0.027, -0.093], [0.067, -0.019, -0.004], [-0.088, 0.006, 0.101], [0.046, 0.027, 0.048], [-0.172, 0.215, 0.009], [0.064, 0.039, 0.039], [-0.091, -0.139, 0.085], [-0.046, 0.016, 0.083], [0.121, -0.027, -0.064], [0.120, -0.014, -0.025], [-0.055, 0.029, 0.089], [-0.116, -0.025, -0.080], [0.039, 0.108, -0.012], [-0.171, -0.151, -0.116], [-0.015, 0.250, 0.273], [0.056, 0.141, 0.076], [-0.125, -0.353, -0.004], [-0.619, -0.629, 0.110], [0.617, -0.066, -0.512], [-0.171, 0.287, 0.320], [0.069, -0.203, -0.136], [0.582, 0.732, -0.059], [-0.048, -0.246, -0.050], [0.068, 0.026, 0.000], [0.041, 0.103, 0.007], [-0.066, 0.060, 0.044], [-0.105, -0.141, 0.022], [0.044, -0.024, -0.021], [0.078, -0.013, -0.037], [0.044, 0.080, 0.003], [-0.044, 0.060, 0.036], [-0.108, -0.014, 0.032], [-0.078, 0.195, 0.153], [-0.030, 0.043, 0.036], [0.020, -0.170, -0.174], [-0.022, 0.037, -0.071], [-0.016, 0.016, -0.019], [-0.043, 0.019, -0.045]]
}

***

{
  "formula": "C5H10N3S",
  "method": "ωB97M-V with the def2-TZVPD basis set",
  "charge": 1,
  "homo_lumo_gap_ev": 8.6,
  "symbols": ["C", "C", "C", "C", "C", "N", "N", "N", "S", "H", "H", "H", "H", "H", "H", "H", "H", "H", "H"],
  "positions_angstrom": [[-1.4564, -0.2520, -0.9682], [-1.3740, 0.4034, 0.0979], [1.4318, 0.6187, -0.1922], [-2.0763, -0.9003, -2.0873], [-1.2287, 0.3329, 1.5725], [1.0820, -0.1262, 0.7206], [2.6062, 1.1480, -0.6729], [1.8160, -0.5425, 1.7397], [-0.1489, 1.1026, -1.1968], [-1.3546, -1.0592, -2.9475], [-2.3016, -1.8994, -1.7519], [-2.9834, -0.5637, -2.3825], [-0.5085, 1.0438, 1.9449], [-2.2626, 0.4637, 2.0408], [-0.9717, -0.6806, 1.9641], [3.3999, 0.4870, -0.7815], [2.3902, 1.6706, -1.5004], [1.2160, -1.0073, 2.5159], [2.7245, -0.2397, 1.8848]],
  "atomic_forces_ev_per_a": [[-0.143, 1.052, -1.864], [1.651, -0.353, 1.594], [-0.935, -0.319, -1.870], [3.361, -3.293, -0.557], [-2.729, -0.249, 1.478], [0.434, -0.419, 0.786], [0.263, -0.484, 0.233], [-3.169, -2.459, 1.807], [0.124, 0.453, 1.330], [-0.961, 0.495, 0.998], [-0.084, -0.793, 0.121], [-2.598, 1.884, -0.934], [-0.209, 0.302, 0.166], [1.245, 0.484, -0.567], [0.046, 0.696, -0.944], [-0.898, 0.648, 0.004], [0.748, 0.379, -0.398], [2.072, 1.281, -1.914], [1.781, 0.695, 0.532]]
}